(1)
Below is one molecule with the formula C7H7F, with properties calculated with ωB97M-V with the def2-TZVPD basis set.

The calculation puts the total energy at -370.7293 Eh. Its SMILES is FCc1ccccc1. For the HOMO-LUMO gap, the calculation gives 10.081 eV. The maximum force is 0.1356 Eh/bohr.

Geometry as XYZ:
```
15
Properties=species:S:1:pos:R:3:forces:R:3:nbo_charge:R:1
F -0.412362 -2.591496 1.222910 -0.01 -0.15 1.57 -0.342
C 0.249541 -1.446746 1.615980 -0.12 1.41 -0.96 0.028
C 0.194055 -0.494310 0.492726 0.36 1.72 -1.68 -0.075
C -0.733722 -0.660850 -0.510003 -1.33 -5.73 3.75 -0.184
C -0.993283 0.210825 -1.482550 -2.18 -1.68 -1.36 -0.245
C -0.332796 1.336610 -1.567218 3.70 4.23 1.83 -0.208
C 0.674667 1.634960 -0.532328 -0.67 -2.10 -1.13 -0.193
C 1.042845 0.639540 0.418187 -1.12 1.75 2.07 -0.225
H -0.046479 -0.851143 2.501193 -0.73 -1.33 0.07 0.183
H 1.277514 -1.603845 1.681571 1.79 -1.20 0.77 0.177
H -1.371888 -1.717678 -0.290701 1.46 3.33 -1.37 0.228
H -1.813560 -0.070670 -2.089953 -0.57 0.19 -1.04 0.218
H -0.530979 2.124048 -2.291730 -0.05 -0.28 0.07 0.216
H 1.151455 2.589010 -0.597471 0.38 0.35 0.20 0.211
H 1.644989 0.901745 1.429387 -0.91 -0.51 -2.81 0.210
```
Positions in Å, forces in eV/Å.



(2)
Below is a 2-piece molecular cluster, C7H7F2INO2 overall, with properties calculated with ωB97M-V with the def2-TZVPD basis set.

The calculation puts the total energy at -973.5249 Eh. For the HOMO-LUMO gap, the calculation gives 7.084 eV. As for the net charge: -1. The maximum force is 0.0795 Eh/bohr.

Geometry as XYZ:
```
20
Properties=species:S:1:pos:R:3:forces:R:3:nbo_charge:R:1
C 0.208120 1.640121 -0.832857 -1.09 -3.92 0.42 -0.111
C -0.242311 0.636910 -0.004128 -1.22 3.49 -0.44 -0.293
C -0.197543 -0.736466 -0.044719 1.96 -1.33 0.14 0.485
C -1.434168 1.026874 1.253070 1.29 0.08 -1.17 0.845
C -0.230907 2.991403 -0.671881 -1.70 2.65 -1.87 -0.672
C -0.766020 -3.024720 0.583208 2.49 0.16 -0.27 -0.426
C 1.921974 -1.149956 -0.246633 -1.77 -0.60 0.50 0.392
N -0.927260 -1.685061 0.148080 -0.64 0.94 -0.03 -0.425
O -1.078306 0.642122 2.348451 -0.03 -0.21 0.63 -0.715
O -2.389246 1.619032 0.775856 -0.40 0.04 0.04 -0.722
F 1.857850 -1.894745 -1.366750 0.03 -0.31 -1.12 -0.395
F 2.508199 -2.015647 0.628657 0.08 0.10 0.61 -0.394
I 3.349565 0.432019 -0.605075 0.43 0.41 -0.01 -0.057
H 0.665762 1.458200 -1.797705 0.42 -0.58 0.17 0.188
H -1.351780 3.089446 -0.663916 0.95 -0.44 0.72 0.263
H 0.204728 3.431493 0.202635 0.04 0.70 0.44 0.227
H -0.027071 3.572417 -1.622960 0.54 -0.28 1.22 0.188
H -1.611952 -3.398960 1.166414 0.39 0.45 0.35 0.208
H 0.294185 -3.007449 1.075507 -2.07 -0.95 -0.41 0.215
H -0.753820 -3.627039 -0.325255 0.30 -0.40 0.06 0.199
```
Positions in Å, forces in eV/Å.



(3)
Below is a 2-piece molecular cluster, C7H7N overall, with properties calculated with ωB97M-V with the def2-TZVPD basis set.

The calculation puts the total energy at -325.5395 Eh. Its SMILES is c1ccncc1.C#C. For the HOMO-LUMO gap, the calculation gives 10.258 eV. The maximum force is 0.1150 Eh/bohr.

Geometry as XYZ:
```
15
Properties=species:S:1:pos:R:3:forces:R:3:nbo_charge:R:1
C 0.548606 1.783062 0.159651 1.66 -1.07 -1.38 -0.171
C 0.634606 1.215244 -1.142440 -1.19 -0.54 1.39 -0.257
C 0.785317 -0.222303 -1.163643 0.24 1.72 -3.91 0.070
N 0.840664 -0.946699 -0.099852 1.46 -1.29 -1.66 -0.461
C 0.677533 -0.428923 1.062993 0.87 0.89 1.76 0.051
C 0.676458 0.917751 1.259759 -0.90 0.69 -1.32 -0.253
H 0.661282 2.863183 0.185807 -0.61 -0.08 0.57 0.220
H 0.368158 1.917565 -1.975633 0.79 -1.28 0.45 0.230
H 0.867148 -0.804625 -2.178042 -0.12 1.31 1.93 0.196
H 0.607593 -1.131306 1.885572 0.07 0.15 0.29 0.190
H 0.611948 1.206956 2.247817 -0.01 1.17 1.86 0.214
C -1.290594 -1.935587 0.051417 -5.67 1.66 -0.19 -0.227
C -2.373137 -1.362110 -0.158791 2.72 -1.63 -0.17 -0.283
H -0.349851 -2.177977 0.432675 0.05 -1.32 -0.08 0.242
H -3.265729 -0.894232 -0.567290 0.63 -0.38 0.47 0.240
```
Positions in Å, forces in eV/Å.



(4)
Below is one molecule with the formula C7H7N, with properties calculated with ωB97M-V with the def2-TZVPD basis set.

The calculation puts the total energy at -325.5162 Eh. Its SMILES is C1=Cc2cc[nH]c2C1. For the HOMO-LUMO gap, the calculation gives 8.241 eV. The maximum force is 0.2204 Eh/bohr.

Geometry as XYZ:
```
15
Properties=species:S:1:pos:R:3:forces:R:3:nbo_charge:R:1
C 1.112497 -1.673161 0.367392 -1.11 -0.83 -0.29 -0.174
C -0.254120 -1.688161 0.049929 3.51 -1.64 0.91 -0.236
C -0.666792 -0.367072 -0.243838 2.23 0.95 -1.45 -0.132
C -1.779910 0.354362 -0.662772 -3.29 -2.16 -2.00 -0.316
C -1.379135 1.614035 -0.458531 -9.72 5.81 0.32 -0.017
N -0.205957 1.815813 -0.047031 7.36 2.44 2.12 -0.516
C 0.430356 0.583910 -0.151515 1.02 -2.91 2.26 0.088
C 1.750896 -0.191591 0.410629 -0.29 -2.53 -0.92 -0.494
H 1.689157 -2.700591 0.343284 -0.86 2.49 0.49 0.214
H -0.802627 -2.653776 0.119533 0.17 1.11 -0.55 0.229
H -2.815543 0.056620 -1.300416 3.06 0.70 2.59 0.240
H -2.272311 2.455009 -0.143471 2.82 -1.94 -1.69 0.189
H 0.233946 2.772438 0.316778 -1.48 -3.15 -1.44 0.438
H 2.118057 0.057158 1.412219 -0.95 0.18 0.24 0.237
H 2.841484 -0.434994 -0.012188 -2.47 1.48 -0.57 0.248
```
Positions in Å, forces in eV/Å.



(5)
Below is one molecule with the formula C7H7N, with properties calculated with ωB97M-V with the def2-TZVPD basis set.

The calculation puts the total energy at -325.6184 Eh. Its SMILES is N#CC1C=CCC=C1. For the HOMO-LUMO gap, the calculation gives 10.617 eV. The maximum force is 0.0562 Eh/bohr.

Geometry as XYZ:
```
15
Properties=species:S:1:pos:R:3:forces:R:3:nbo_charge:R:1
N 3.227431 0.031882 -0.819430 1.25 0.14 -0.94 -0.326
C 2.275116 0.086133 -0.201845 -1.29 -0.31 0.94 0.293
C 1.086347 -0.022015 0.679432 -0.30 1.48 -1.32 -0.373
C 0.371422 -1.309031 0.401558 -1.23 1.36 -0.60 -0.205
C -0.834739 -1.283052 -0.135627 -0.16 -0.12 -0.02 -0.128
C -1.546740 -0.024169 -0.547666 0.39 0.55 1.62 -0.492
C -0.880666 1.334525 -0.212458 -1.33 -0.56 -0.46 -0.153
C 0.237546 1.273273 0.497311 0.26 0.52 -0.87 -0.194
H 1.513136 0.044393 1.636843 0.40 -0.33 1.64 0.251
H 0.827552 -2.240327 0.461109 1.18 -1.33 0.71 0.220
H -1.372852 -2.240306 -0.324539 0.47 0.86 0.00 0.213
H -1.661802 -0.114866 -1.582034 -0.76 0.03 -1.78 0.224
H -2.494379 -0.106516 -0.026468 -0.63 0.44 -0.35 0.223
H -1.416745 2.330277 -0.579019 1.28 -2.32 1.15 0.229
H 0.669376 2.239806 0.752828 0.47 -0.42 0.27 0.217
```
Positions in Å, forces in eV/Å.



(6)
Below is one molecule with the formula C7H7N, with properties calculated with ωB97M-V with the def2-TZVPD basis set.

The calculation puts the total energy at -325.5110 Eh. Its SMILES is C1=C[C@@H]2[C@@H]3C=C[C@H]1N23. For the HOMO-LUMO gap, the calculation gives 9.721 eV. The maximum force is 0.0966 Eh/bohr.

Geometry as XYZ:
```
15
Properties=species:S:1:pos:R:3:forces:R:3:nbo_charge:R:1
C 1.510134 0.778984 0.074133 -0.17 0.21 -4.44 -0.184
C 1.439514 -0.402522 -0.657940 -1.16 2.80 3.57 -0.195
C 0.449915 -1.309772 -0.059823 4.14 -1.11 -1.06 -0.132
C -0.921789 -1.082438 0.125449 -3.09 0.52 0.27 -0.123
C -1.612536 0.032537 -0.457582 -3.90 0.43 -1.37 -0.239
C -0.981936 1.112873 -0.184174 2.57 3.59 2.28 -0.169
C 0.166396 0.849305 0.866176 1.28 -1.26 -3.30 -0.148
N 0.053683 -0.687958 1.135611 -2.10 2.94 2.65 -0.331
H 2.132112 1.661759 -0.485405 -1.41 -1.97 2.13 0.225
H 2.249856 -0.758947 -1.122695 2.58 -1.14 -2.64 0.203
H 0.754771 -2.323423 0.109873 0.42 -0.53 -0.24 0.210
H -1.560316 -1.837970 0.391049 -1.07 -2.33 0.59 0.210
H -2.719046 0.210916 -0.807602 2.40 -1.42 -0.05 0.241
H -1.200249 2.132031 -0.522435 -0.05 -0.42 0.25 0.213
H 0.239488 1.624619 1.595365 -0.45 -0.32 1.37 0.219
```
Positions in Å, forces in eV/Å.



(7)
Below is one molecule with the formula C7H7N3O2, with properties calculated with ωB97M-V with the def2-TZVPD basis set.

The calculation puts the total energy at -585.3093 Eh. Its SMILES is C#CCNC(=O)N(CC#C)N=O. For the HOMO-LUMO gap, the calculation gives 9.911 eV. The maximum force is 0.2844 Eh/bohr.

Geometry as XYZ:
```
19
Properties=species:S:1:pos:R:3:forces:R:3:nbo_charge:R:1
C -3.935140 0.633912 -0.053366 9.52 -5.70 1.38 -0.182
C -3.091906 -0.184174 0.001647 3.49 -2.79 -0.31 -0.008
C -1.871214 -1.151065 0.103465 -0.97 11.02 4.38 -0.225
N -0.653410 -0.477640 -0.370471 -1.49 0.08 14.55 -0.565
C -0.037475 0.481667 0.446621 -1.08 0.51 3.83 0.778
O -0.378236 0.800982 1.646721 1.45 -1.75 -5.71 -0.566
N 1.157718 1.047135 -0.216129 -3.24 0.03 2.05 -0.352
C 2.154384 0.196491 -0.769110 2.33 2.71 -1.16 -0.313
C 2.600973 -0.874763 0.101638 -0.57 0.29 -0.39 -0.019
C 2.944487 -1.738474 0.846350 -3.00 6.60 -3.79 -0.153
N 1.438581 2.372989 -0.047666 1.87 -0.30 -0.67 0.259
O 0.596612 3.059274 0.401594 -1.00 0.34 0.35 -0.298
H -4.691464 1.051697 -0.167049 -11.60 7.09 -1.58 0.161
H -1.978947 -1.420142 1.121872 1.35 -0.27 1.17 0.251
H -1.928635 -1.881105 -0.420550 -1.51 -9.05 -6.43 0.188
H -0.480323 -0.361719 -1.194355 1.91 1.09 -11.98 0.361
H 1.771804 -0.067842 -1.793510 1.13 -0.38 0.87 0.227
H 3.069061 1.019807 -0.826979 -1.98 -2.23 -0.48 0.269
H 3.313130 -2.507035 1.189285 3.38 -7.28 3.92 0.187
```
Positions in Å, forces in eV/Å.



| no. | HOMO energy (eV) |
| --- | --- |
| 1 | -9.06 |
| 2 | -4.38 |
| 3 | -9.38 |
| 4 | -7.46 |
| 5 | -9.79 |
| 6 | -8.68 |
| 7 | -9.42 |